Entry from OMol25: C38H32BBrInO15 as an isolated structure (ωB97M-V/def2-TZVPD).

XYZ file:
```
88
Properties=species:S:1:pos:R:3:forces:R:3
C 2.312 -4.348 1.927 -0.137 -0.035 -0.092
O 2.494 -2.963 1.739 -0.024 -0.282 0.022
C 1.260 -2.226 1.881 0.160 0.283 -0.124
In -0.471 -2.742 0.546 -0.344 0.184 0.512
Br 0.444 -4.107 -1.521 0.086 -0.147 -0.053
B -1.892 -4.231 1.570 -0.023 -0.165 -0.084
O -1.865 -5.603 1.354 0.195 0.135 -0.209
O -2.824 -3.823 2.502 0.019 -0.104 0.175
H 1.895 -4.568 2.931 0.102 0.046 -0.254
H 3.292 -4.844 1.833 -0.291 0.196 0.019
H 1.629 -4.770 1.167 0.198 0.144 0.229
H 1.530 -1.176 1.684 -0.034 -0.340 0.106
H 0.934 -2.278 2.942 0.030 -0.019 -0.253
H -1.232 -1.302 -0.106 0.129 0.005 -0.015
H -1.228 -5.798 0.653 -0.121 -0.027 0.125
H -3.266 -4.588 2.905 0.052 0.113 -0.159
C -2.163 -2.836 -3.938 -0.071 -0.033 0.018
C -2.922 -3.527 -4.787 0.007 0.012 -0.025
C -3.986 -2.884 -5.594 -0.028 0.017 -0.024
O -4.669 -3.519 -6.375 0.043 0.010 0.034
C -4.193 -1.425 -5.414 0.007 -0.054 0.027
C -3.451 -0.732 -4.557 -0.010 -0.014 0.003
C -2.365 -1.373 -3.766 0.023 0.074 0.033
O -1.677 -0.705 -3.025 0.017 -0.029 -0.132
H -1.391 -3.307 -3.337 0.042 0.111 0.047
H -2.801 -4.594 -4.930 -0.007 0.004 0.002
H -4.976 -0.976 -6.012 0.001 -0.013 -0.004
H -3.576 0.331 -4.402 0.005 -0.007 -0.006
C 3.129 1.403 5.029 0.002 0.048 0.028
C 2.215 0.783 4.286 0.117 0.109 0.032
C 1.323 1.558 3.395 0.176 -0.048 0.102
O 0.505 0.989 2.710 -0.343 -0.047 -0.221
C 1.457 3.034 3.358 0.014 0.013 0.023
C 2.367 3.650 4.109 0.039 -0.058 0.009
C 3.278 2.881 5.000 0.001 -0.002 0.000
O 4.111 3.445 5.681 -0.042 -0.025 -0.035
H 3.795 0.869 5.695 0.002 0.017 0.005
H 2.070 -0.289 4.299 -0.032 0.044 0.004
H 0.772 3.553 2.697 0.056 0.102 0.049
H 2.493 4.725 4.109 0.012 -0.007 0.015
C -3.882 4.302 -0.042 -0.286 -1.680 3.498
C -2.843 4.941 0.485 0.570 -0.449 0.853
C -1.769 4.196 1.188 -0.230 0.335 -0.228
O -0.811 4.790 1.655 0.005 -0.148 0.038
C -1.896 2.721 1.287 0.000 0.003 -0.016
C -2.934 2.079 0.753 -0.022 -0.044 -0.028
C -4.009 2.822 0.046 0.317 -0.096 0.107
O -4.958 2.257 -0.457 -0.065 0.007 -0.074
H -4.672 4.818 -0.572 -1.136 -1.117 2.324
H -2.719 6.014 0.414 -0.015 -0.014 0.079
H -1.093 2.201 1.796 -0.017 -0.079 -0.036
H -3.033 1.001 0.795 0.031 -0.010 -0.025
C 4.688 -3.811 4.405 0.038 -0.009 0.063
C 3.713 -2.913 4.524 -0.052 0.081 0.096
C 3.085 -2.640 5.842 0.035 -0.099 -0.069
O 2.195 -1.824 5.962 0.041 -0.038 0.104
C 3.575 -3.408 7.017 0.022 0.007 -0.005
C 4.553 -4.300 6.894 -0.012 0.014 -0.016
C 5.190 -4.569 5.577 -0.005 0.017 -0.034
O 6.084 -5.384 5.475 -0.012 0.020 0.015
H 5.149 -4.038 3.452 -0.004 0.004 0.005
H 3.315 -2.380 3.664 0.034 -0.081 0.004
H 3.092 -3.192 7.961 -0.013 0.006 -0.001
H 4.932 -4.873 7.731 0.010 -0.010 -0.011
C -2.216 4.613 -3.006 -0.251 -0.071 0.389
C -1.860 3.866 -4.047 -0.024 -0.074 -0.078
C -2.867 3.084 -4.808 -0.051 -0.085 0.091
O -2.547 2.400 -5.758 -0.047 0.061 -0.005
C -4.280 3.149 -4.349 0.095 0.025 -0.094
C -4.634 3.901 -3.312 0.127 0.196 0.217
C -3.630 4.705 -2.567 0.350 -0.323 -1.897
O -3.961 5.407 -1.632 0.513 3.499 -5.256
H -1.500 5.186 -2.430 0.039 -0.004 -0.005
H -0.835 3.772 -4.380 0.007 0.072 0.008
H -4.994 2.558 -4.911 0.010 0.003 0.004
H -5.656 3.968 -2.960 0.001 -0.049 0.018
C 3.264 0.536 -5.332 -0.017 -0.008 0.002
C 2.602 1.682 -5.457 0.023 0.012 0.008
C 1.933 2.313 -4.293 -0.058 -0.043 0.011
O 1.336 3.366 -4.418 0.079 -0.043 0.048
C 2.012 1.612 -2.988 -0.003 0.027 -0.053
C 2.669 0.461 -2.862 0.010 -0.024 -0.006
C 3.359 -0.162 -4.022 0.002 -0.043 0.050
O 3.984 -1.193 -3.911 0.003 0.101 -0.028
H 3.765 0.056 -6.163 -0.006 -0.018 0.008
H 2.517 2.211 -6.398 -0.014 0.008 0.008
H 1.500 2.085 -2.160 -0.017 -0.015 0.000
H 2.734 -0.076 -1.924 -0.032 -0.036 -0.009
```
Forces are in eV/Å.

Values from the calculation:
Electronic energy = -146525.2665 eV
HOMO = -4.942 eV
Total charge = -1
Frontier orbital gap = 0.174 Eh

Löwdin atomic charge list, values in e, 5 entries: number 1, C, carries -0.167; number 2, O, carries -0.335; number 3, C, carries -0.320; number 4, In, carries 0.380; number 5, Br, carries -0.029

***

Entry from OMol25: C38H32BaCl3GeN3O2S6 as an isolated structure (ωB97M-V/def2-TZVPD).

XYZ file:
```
86
Properties=species:S:1:pos:R:3:forces:R:3
Ba -0.445 -2.380 1.036 -0.745 -0.858 -0.284
C -4.366 0.628 0.521 0.002 -0.311 -0.128
C -3.578 -0.524 0.738 0.019 0.314 0.143
N -2.399 -0.463 1.295 0.249 0.054 0.316
C -1.857 0.730 1.674 0.123 -0.427 0.137
C -2.538 1.930 1.404 -0.032 0.366 -0.050
C -3.832 1.839 0.833 0.060 0.103 0.046
C -1.924 3.181 1.676 -0.134 -0.134 -0.065
C -0.659 3.182 2.185 0.163 -0.034 0.038
C 0.016 1.991 2.519 0.030 0.220 -0.042
C -0.555 0.732 2.359 -0.192 -0.190 0.020
N -0.019 -0.476 2.726 -0.008 0.318 0.453
C 0.842 -0.638 3.789 -0.031 -0.357 -0.256
C 1.237 0.318 4.710 0.146 0.241 0.293
C 2.138 0.047 5.763 -0.107 0.147 -0.087
C 2.682 -1.183 5.954 -0.061 -0.197 -0.135
C 2.259 -2.237 5.100 0.156 0.012 0.364
C 2.684 -3.568 5.309 0.057 0.054 0.072
C 2.184 -4.588 4.557 -0.129 -0.054 -0.207
C 1.255 -4.265 3.550 0.181 0.124 0.263
N 0.882 -3.033 3.311 -0.141 0.312 -0.055
C 1.345 -1.997 4.060 -0.218 0.239 -0.334
H -5.354 0.528 0.091 0.001 0.037 -0.002
H -3.926 -1.511 0.450 -0.035 0.019 -0.015
H -4.386 2.754 0.652 0.012 0.008 0.004
H -2.462 4.098 1.463 0.019 0.013 0.009
H -0.149 4.123 2.360 -0.008 -0.005 -0.007
H 1.020 2.076 2.909 -0.037 -0.029 -0.057
H 0.844 1.322 4.658 -0.018 -0.112 -0.015
H 2.401 0.865 6.425 0.006 -0.013 0.006
H 3.387 -1.386 6.750 0.006 0.001 0.000
H 3.402 -3.763 6.098 -0.005 0.006 0.003
H 2.478 -5.617 4.710 0.024 0.010 0.023
H 0.812 -5.039 2.931 0.044 -0.005 -0.024
S -7.935 -5.392 3.138 0.135 0.037 -0.022
C -6.396 -4.911 2.786 -0.257 -0.120 0.039
S -5.656 -5.146 1.254 -0.102 -0.107 -0.276
C -4.108 -4.401 1.554 0.181 0.234 0.433
C -3.951 -3.893 2.878 -0.017 -0.127 -0.473
S -2.632 -3.119 3.530 0.138 -0.029 -0.043
S -5.355 -4.128 3.898 -0.047 0.109 0.299
S -3.004 -4.360 0.293 -0.007 -0.005 -0.038
Cl 4.414 -4.636 -1.429 0.030 -0.015 0.027
Ge 3.589 -4.927 0.699 -0.190 0.151 -0.101
Cl 3.774 -2.721 1.313 -0.124 -0.155 -0.048
Cl 1.291 -4.914 -0.015 0.270 0.018 0.103
O -1.386 -0.576 -1.607 0.135 0.061 -0.006
S -0.454 0.355 -2.320 -0.106 -0.520 0.187
C 0.110 1.525 -1.073 0.026 0.308 0.171
C 0.828 2.706 -1.661 -0.085 -0.054 0.112
C 1.998 2.547 -2.399 0.030 0.021 -0.062
C 2.633 3.646 -2.953 -0.011 0.036 -0.040
C 2.116 4.921 -2.762 0.023 -0.020 -0.027
C 0.961 5.089 -2.014 -0.054 -0.006 0.031
C 0.317 3.985 -1.471 0.058 0.020 -0.015
C -1.529 1.421 -3.305 -0.148 0.255 -0.169
C -0.816 2.085 -4.455 -0.129 -0.050 0.144
C -0.906 3.460 -4.634 0.101 0.011 -0.059
C -0.253 4.076 -5.692 -0.020 0.025 0.050
C 0.498 3.323 -6.580 0.017 -0.012 -0.029
C 0.585 1.947 -6.412 -0.019 0.017 -0.001
C -0.072 1.332 -5.358 0.065 0.016 -0.097
H 0.750 0.938 -0.412 0.046 -0.070 -0.046
H -0.768 1.827 -0.496 0.005 -0.018 -0.097
H 2.417 1.559 -2.549 -0.051 -0.014 0.040
H 3.535 3.508 -3.535 0.002 0.006 0.006
H 2.618 5.779 -3.192 -0.009 0.003 0.008
H 0.558 6.081 -1.850 0.000 -0.002 -0.005
H -0.582 4.106 -0.877 0.008 0.027 0.004
H -2.032 2.146 -2.661 0.060 -0.051 0.050
H -2.284 0.711 -3.651 0.034 -0.017 -0.034
H -1.476 4.054 -3.931 -0.006 0.000 0.008
H -0.326 5.150 -5.813 0.010 -0.005 -0.011
H 1.014 3.804 -7.401 -0.003 -0.006 0.001
H 1.164 1.351 -7.106 0.002 0.001 0.004
H 0.005 0.258 -5.236 -0.026 -0.001 0.035
C 1.564 -2.668 -2.719 0.106 0.075 -0.098
C 1.965 -1.715 -1.637 -0.094 -0.117 0.260
C 3.285 -1.019 -1.740 -0.062 -0.067 -0.167
O 1.231 -1.518 -0.680 0.632 0.284 -0.537
H 1.666 -2.181 -3.692 -0.004 -0.021 -0.003
H 0.543 -3.005 -2.564 -0.013 -0.010 -0.008
H 2.244 -3.523 -2.699 -0.011 0.006 0.030
H 3.354 -0.528 -2.714 0.073 0.029 0.032
H 4.077 -1.770 -1.693 -0.018 -0.027 0.031
H 3.402 -0.314 -0.920 0.030 0.021 -0.019
```
Forces are in eV/Å.

Values from the calculation:
Electronic energy = -208289.6448 eV
HOMO (alpha / beta) = -4.498 / -4.502 eV
2S+1 = 2
Total charge = -1
Frontier orbital gap (alpha / beta) = 0.234 / 0.199 Eh
Relative energy (zero: lowest compared OMol25 entry of this formula, charge and spin) = 8.33 kcal/mol

Löwdin atomic charge list, values in e, 5 entries: number 1, Ba, carries 1.567; number 2, C, carries -0.044; number 3, C, carries -0.144; number 4, N, carries -0.033; number 5, C, carries -0.177